[1]
The following is a DFT calculation (ωB97M-V with the def2-TZVPD basis set) of a structure of composition C18H40Br6Cl4N2.

As for the HOMO-LUMO gap: 7.5 eV. Its LUMO energy is -0.73 eV. Its multiplicity is 1. The value obtained for the largest force on an atom is 2.225 eV/A. The HOMO energy comes out at -8.28 eV. The value obtained for the molecular weight is 905.8 g mol⁻¹.

Positions of all 70 atoms, in Å:
C: -4.13 -2.96 3.83
Br: -3.44 -1.14 3.40
Br: -3.78 -4.19 2.25
Br: -6.06 -2.90 4.20
H: -3.66 -3.39 4.72
C: 0.22 -6.61 1.27
Br: -0.27 -5.24 2.64
Br: -1.06 -8.20 1.16
Br: 2.04 -7.17 1.71
H: 0.26 -6.22 0.25
Cl: 1.50 -3.67 5.28
C: 2.47 -2.94 6.58
C: 2.79 -1.47 6.29
Cl: 1.35 -0.40 6.33
H: 3.34 -3.60 6.61
H: 2.03 -3.03 7.58
H: 3.24 -1.36 5.31
H: 3.58 -1.09 6.94
Cl: 0.85 0.65 2.70
C: 0.49 -1.05 2.91
C: 1.13 -1.88 1.76
Cl: 2.88 -1.81 1.98
H: -0.59 -1.16 2.89
H: 0.80 -1.38 3.90
H: 0.89 -1.44 0.79
H: 0.85 -2.93 1.76
C: -3.64 4.99 -0.28
C: -2.28 5.33 0.37
N: -1.21 4.45 -0.12
C: -1.37 3.05 0.28
C: -0.16 2.17 -0.12
C: 0.14 4.96 0.25
C: 0.34 4.97 1.78
H: -4.43 5.74 -0.15
H: -3.93 4.01 0.09
H: -3.52 4.92 -1.36
H: -2.05 6.39 0.28
H: -2.39 5.29 1.45
H: -2.33 2.76 -0.13
H: -1.45 2.85 1.35
H: 0.71 2.28 0.54
H: 0.20 2.46 -1.11
H: -0.44 1.12 -0.14
H: 1.04 4.58 -0.24
H: 0.20 5.96 -0.17
H: 0.12 4.06 2.32
H: 1.24 5.48 2.12
H: -0.39 5.60 2.29
C: -1.52 -0.24 -5.32
C: -0.17 0.29 -4.86
N: 0.77 -0.79 -4.67
C: 1.30 -1.19 -6.03
C: 1.70 -2.61 -6.04
C: 1.94 -0.50 -3.89
C: 1.70 -0.25 -2.35
H: -1.53 -0.31 -6.40
H: -2.26 0.51 -5.04
H: -2.00 -1.13 -4.91
H: 0.22 1.11 -5.46
H: -0.43 0.83 -3.95
H: 0.47 -1.00 -6.71
H: 2.20 -0.70 -6.40
H: 0.94 -3.27 -5.60
H: 1.86 -2.98 -7.05
H: 2.60 -2.88 -5.48
H: 2.44 0.40 -4.24
H: 2.62 -1.34 -4.01
H: 2.66 -0.49 -1.90
H: 1.04 -1.06 -2.01
H: 1.31 0.71 -2.04

***

[2]
The following is a DFT calculation (ωB97M-V with the def2-TZVPD basis set) of a cluster of 11 separate species, C18H40Cl2N8O20 in total.

As for the HOMO-LUMO gap: 10.5 eV. Its LUMO energy is -0.05 eV. Its multiplicity is 1. The value obtained for the largest force on an atom is 4.392 eV/A. The HOMO energy comes out at -10.53 eV. The value obtained for the molecular weight is 759.5 g mol⁻¹.

Positions of all 88 atoms, in Å:
C: 10.03 15.70 15.96
N: 9.37 15.86 14.60
O: 10.11 15.95 13.64
O: 8.13 15.85 14.52
H: 9.66 14.79 16.41
H: 9.54 16.52 16.53
H: 11.10 15.82 15.76
C: 10.65 12.98 13.07
N: 9.87 12.60 14.29
O: 8.70 12.98 14.29
O: 10.29 11.92 15.18
H: 10.21 12.46 12.14
H: 11.66 12.65 13.22
H: 10.54 14.07 12.98
C: 15.75 13.65 13.90
N: 15.21 12.25 14.04
O: 15.16 11.84 15.17
O: 14.86 11.64 12.97
H: 16.51 13.86 14.72
H: 14.87 14.24 14.02
H: 16.13 13.70 12.87
C: 6.51 13.95 17.36
N: 7.43 12.76 17.59
O: 8.65 12.93 17.65
O: 6.87 11.70 17.62
H: 6.91 14.80 17.96
H: 5.51 13.78 17.74
H: 6.54 14.18 16.29
C: 7.23 15.78 10.18
N: 7.14 17.34 10.30
O: 6.06 17.86 10.10
O: 8.10 17.86 10.78
H: 8.19 15.54 10.67
H: 7.21 15.56 9.12
H: 6.37 15.42 10.83
C: 6.56 10.62 13.79
N: 6.24 11.28 12.56
O: 7.15 11.44 11.83
O: 5.11 11.55 12.29
H: 5.63 10.58 14.46
H: 7.41 11.21 14.33
H: 6.97 9.69 13.53
C: 13.35 11.79 10.00
N: 13.76 13.15 9.45
O: 13.59 13.31 8.26
O: 14.21 14.01 10.19
H: 13.64 10.98 9.37
H: 12.30 11.77 10.10
H: 13.77 11.67 11.02
C: 13.13 16.92 11.48
N: 13.80 16.21 12.60
O: 14.99 16.52 12.82
O: 13.18 15.39 13.20
H: 13.32 16.19 10.62
H: 13.68 17.85 11.21
H: 12.08 16.84 11.74
O: 10.59 14.40 9.74
C: 10.00 13.44 9.34
C: 9.29 13.12 7.93
C: 9.39 11.60 7.70
C: 9.19 11.21 9.24
O: 9.86 12.25 10.03
H: 8.27 13.40 8.09
H: 9.67 13.73 7.12
H: 8.61 11.37 7.02
H: 10.35 11.32 7.34
H: 8.16 11.15 9.63
H: 9.60 10.24 9.42
O: 10.80 9.82 12.29
C: 11.75 9.24 12.65
C: 11.99 8.68 14.06
C: 13.20 7.75 13.82
C: 13.86 8.39 12.63
O: 12.80 8.96 11.86
H: 12.18 9.54 14.74
H: 11.19 8.08 14.49
H: 13.94 7.55 14.62
H: 12.80 6.78 13.49
H: 14.48 9.20 13.00
H: 14.35 7.73 11.92
Cl: 15.72 12.70 18.26
C: 13.97 12.35 18.14
C: 13.15 13.47 18.83
Cl: 12.92 14.92 17.82
H: 13.85 11.44 18.73
H: 13.78 12.20 17.14
H: 13.65 13.69 19.85
H: 12.19 13.16 19.08

***

[3]
The following is a DFT calculation (ωB97M-V with the def2-TZVPD basis set) of a structure of composition C18H40F4InN2O22S8.

As for the HOMO-LUMO gap (alpha / beta): 7.1 / 2.0 eV. Its LUMO energy (alpha / beta) is -2.58 / -7.60 eV. Its multiplicity is 2. The value obtained for the largest force on an atom is 9.007 eV/A. As for the expectation value of S²: 0.76. The HOMO energy (alpha / beta) comes out at -9.63 / -9.63 eV. The value obtained for the molecular weight is 1083.9 g mol⁻¹.

Positions of all 95 atoms, in Å:
In: -8.45 -15.18 8.07
N: -9.70 -16.79 6.07
S: -10.86 -17.00 5.08
O: -11.42 -18.30 4.69
O: -10.82 -16.11 3.99
F: -12.07 -16.45 6.00
S: -8.92 -18.19 5.59
O: -8.23 -18.07 4.33
O: -9.41 -19.45 6.22
F: -7.65 -17.93 6.57
N: -7.27 -17.65 9.20
S: -5.63 -18.27 9.33
O: -5.14 -19.21 8.33
O: -5.09 -18.25 10.69
F: -4.82 -16.97 8.78
S: -7.76 -19.04 9.69
O: -7.68 -19.38 11.10
O: -7.74 -20.18 8.78
F: -9.31 -18.65 9.42
C: -2.26 -15.71 7.51
C: -2.34 -16.73 6.31
C: -0.94 -17.28 6.15
S: 0.26 -16.16 6.98
O: 1.22 -15.71 5.93
O: 0.65 -16.79 8.23
C: -1.02 -14.84 7.35
H: -2.22 -16.42 8.33
H: -3.25 -15.25 7.61
H: -2.50 -16.29 5.32
H: -3.13 -17.45 6.56
H: -0.65 -17.29 5.09
H: -1.00 -18.28 6.57
H: -0.94 -14.27 6.43
H: -0.73 -14.19 8.17
C: -1.79 -18.63 10.68
C: -2.00 -20.07 11.07
C: -1.26 -20.43 12.44
S: 0.17 -19.24 12.47
O: 1.40 -19.90 12.09
O: 0.15 -18.39 13.67
C: -0.35 -18.20 11.02
H: -2.39 -18.02 11.36
H: -2.06 -18.25 9.69
H: -1.60 -20.77 10.34
H: -3.06 -20.30 11.15
H: -0.76 -21.39 12.57
H: -1.80 -20.25 13.36
H: 0.17 -18.64 10.17
H: 0.02 -17.19 11.19
C: -5.08 -19.75 4.93
C: -5.82 -21.09 4.80
C: -5.51 -21.94 5.95
S: -3.72 -22.00 5.56
O: -3.51 -22.84 4.34
O: -2.85 -22.21 6.77
C: -3.61 -20.16 5.08
H: -5.32 -19.03 5.71
H: -5.16 -19.15 4.03
H: -5.62 -21.65 3.89
H: -6.90 -20.99 4.92
H: -5.98 -22.92 5.92
H: -5.70 -21.46 6.91
H: -2.93 -20.02 4.24
H: -3.18 -19.70 5.96
C: -11.29 -21.59 8.20
C: -11.78 -20.15 7.99
O: -12.80 -20.20 8.96
S: -13.73 -21.58 8.88
O: -14.24 -21.73 7.50
O: -14.57 -21.85 10.05
O: -12.24 -22.22 8.92
H: -10.44 -21.72 8.87
H: -11.16 -22.01 7.20
H: -12.48 -19.98 7.18
H: -11.02 -19.38 8.12
C: -6.45 -14.89 11.27
C: -7.91 -15.29 11.54
O: -8.87 -14.46 11.04
O: -6.13 -14.70 9.94
H: -5.79 -15.65 11.70
H: -6.25 -14.01 11.88
H: -8.22 -15.37 12.59
H: -8.11 -16.31 11.20
H: -9.08 -13.94 11.82
H: -5.39 -14.08 9.94
C: -9.86 -24.72 10.22
C: -9.04 -24.45 8.90
O: -8.64 -23.06 8.83
O: -10.43 -25.94 9.84
H: -10.49 -23.85 10.34
H: -9.24 -24.95 11.09
H: -9.66 -24.49 8.00
H: -8.13 -25.01 8.72
H: -7.91 -23.02 9.46
H: -11.10 -25.81 9.17

***

[4]
The following is a DFT calculation (ωB97M-V with the def2-TZVPD basis set) of a structure of composition C18H40N5P3SeTl.

As for the HOMO-LUMO gap (alpha / beta): 3.7 / 5.2 eV. Its LUMO energy (alpha / beta) is -11.80 / -10.34 eV. Its charge is +3. Its multiplicity is 1. The value obtained for the largest force on an atom is 2.883 eV/A. The HOMO energy (alpha / beta) comes out at -15.54 / -15.54 eV. Its energy above the lowest of the compared OMol25 structures with the same formula, charge and spin is 0.0 kJ/mol. The value obtained for the molecular weight is 702.8 g mol⁻¹.

Positions of all 68 atoms, in Å:
Tl: -1.14 0.92 0.04
P: -1.50 -2.83 1.43
P: 1.99 -0.60 2.51
P: 1.76 -1.63 -0.66
H: -2.81 4.48 -6.16
C: -2.80 3.53 -6.71
C: -3.80 2.63 -6.59
H: -4.69 2.85 -5.98
C: -2.63 -1.78 2.33
C: -0.51 -3.86 2.53
C: -2.33 -3.78 0.16
C: 3.29 0.70 2.59
C: 1.34 -0.37 4.22
C: 3.08 -2.06 2.84
C: 1.11 -1.57 -2.39
C: 2.12 -3.43 -0.63
C: 3.46 -1.08 -1.07
H: -1.99 3.37 -7.44
H: -3.78 1.69 -7.15
H: -3.38 -1.40 1.62
H: -2.18 -0.88 2.80
H: -3.16 -2.36 3.11
H: -0.09 -3.27 3.35
H: 0.35 -4.25 1.97
H: -1.03 -4.73 2.98
H: -2.99 -3.07 -0.36
H: -2.89 -4.63 0.57
H: -1.59 -4.13 -0.58
H: 3.91 0.52 3.48
H: 2.80 1.68 2.66
H: 3.91 0.68 1.68
H: 2.12 -0.63 4.94
H: 0.47 -1.02 4.39
H: 1.03 0.67 4.37
H: 3.63 -1.82 3.76
H: 3.78 -2.22 2.02
H: 2.47 -2.96 3.00
H: 1.72 -2.21 -3.05
H: 1.11 -0.54 -2.78
H: 0.07 -1.94 -2.42
H: 2.73 -3.67 -1.51
H: 1.20 -4.02 -0.66
H: 2.67 -3.70 0.28
H: 3.86 -1.71 -1.88
H: 4.11 -1.17 -0.20
H: 3.45 -0.03 -1.39
C: 0.90 2.62 -2.37
C: -0.47 2.41 -2.63
C: -1.04 2.58 -3.87
C: -0.30 3.20 -4.87
C: 1.02 3.60 -4.60
C: 1.61 3.35 -3.35
Se: 1.70 1.86 -0.87
H: -0.58 -2.05 0.68
H: -1.17 2.02 -1.88
H: -2.07 2.26 -4.04
H: -0.76 3.39 -5.83
H: 1.56 4.14 -5.38
H: 2.64 3.64 -3.16
N: -2.79 2.05 5.62
N: -2.61 2.26 4.28
N: -2.47 3.53 3.83
C: -1.85 3.33 2.66
N: -1.51 2.05 2.45
N: -1.97 1.35 3.54
H: -3.13 1.10 5.81
H: -3.31 2.79 6.05
H: -1.63 4.13 1.95

***

[5]
The following is a DFT calculation (ωB97M-V with the def2-TZVPD basis set) of a structure of composition C18H40P2ReSi.

As for the HOMO-LUMO gap (alpha / beta): 6.6 / 4.9 eV. Its LUMO energy (alpha / beta) is -7.57 / -9.31 eV. Its charge is +2. Its multiplicity is 4. The value obtained for the largest force on an atom is 3.842 eV/A. As for the expectation value of S²: 4.02. The HOMO energy (alpha / beta) comes out at -14.14 / -14.17 eV. Its energy above the lowest of the compared OMol25 structures with the same formula, charge and spin is 0.0 kJ/mol. The value obtained for the molecular weight is 532.8 g mol⁻¹.

Positions of all 62 atoms, in Å:
P: 0.21 -1.86 -3.70
P: 0.02 1.33 -3.59
C: -0.19 -0.94 -5.28
C: 0.30 0.52 -5.25
H: -1.28 -0.96 -5.40
H: 0.25 -1.48 -6.13
H: 1.37 0.55 -5.45
H: -0.20 1.11 -6.03
C: -1.58 2.20 -3.94
H: -1.80 2.89 -3.12
H: -2.39 1.47 -3.99
H: -1.55 2.76 -4.88
C: 1.18 2.77 -3.80
H: 1.01 3.30 -4.74
H: 2.21 2.41 -3.77
H: 1.04 3.47 -2.96
C: -0.95 -3.29 -3.92
H: -0.76 -4.04 -3.15
H: -0.85 -3.76 -4.90
H: -1.98 -2.94 -3.79
C: 1.78 -2.69 -4.23
H: 2.59 -1.96 -4.29
H: 1.68 -3.19 -5.20
H: 2.07 -3.43 -3.48
Re: 0.01 -0.46 2.92
C: 0.68 1.07 1.44
C: -0.71 1.00 1.37
C: -1.49 0.28 0.27
C: -1.86 -1.17 0.65
C: -0.80 -1.91 1.43
C: 0.58 -1.83 1.22
C: 1.24 -1.05 0.10
C: 1.66 0.38 0.52
C: 0.10 -1.93 4.39
H: 1.11 1.85 2.06
H: -1.27 1.72 1.95
H: -0.92 0.30 -0.66
H: -2.41 0.84 0.08
H: -2.77 -1.15 1.27
H: -2.13 -1.73 -0.26
H: -1.16 -2.73 2.04
H: 1.19 -2.59 1.70
H: 0.58 -1.01 -0.77
H: 2.14 -1.59 -0.22
H: 2.62 0.33 1.04
H: 1.83 1.00 -0.38
H: 0.81 -1.67 5.17
H: 0.37 -2.91 3.97
H: -0.89 -2.02 4.85
C: -1.31 0.79 6.04
Si: -0.05 1.28 4.75
C: -0.49 3.02 4.20
C: 1.64 1.36 5.54
H: -2.31 0.74 5.57
H: -1.31 1.54 6.85
H: -1.05 -0.20 6.46
H: -0.47 3.69 5.08
H: 0.23 3.40 3.45
H: -1.52 3.04 3.78
H: 1.63 2.09 6.37
H: 1.91 0.36 5.94
H: 2.39 1.66 4.78

***

[6]
The following is a DFT calculation (ωB97M-V with the def2-TZVPD basis set) of a structure of composition C18H41FeN2P3S2.

As for the HOMO-LUMO gap (alpha / beta): 7.4 / 4.4 eV. Its LUMO energy (alpha / beta) is -8.76 / -11.75 eV. Its charge is +3. Its multiplicity is 6. The value obtained for the largest force on an atom is 2.855 eV/A. As for the expectation value of S²: 8.77. The HOMO energy (alpha / beta) comes out at -16.14 / -16.11 eV. Its energy above the lowest of the compared OMol25 structures with the same formula, charge and spin is 0.0 kJ/mol. The value obtained for the molecular weight is 498.4 g mol⁻¹.

Positions of all 67 atoms, in Å:
Fe: -0.02 0.09 -0.10
P: -0.56 -2.03 -1.54
P: 1.40 -1.59 1.12
P: -1.79 1.09 -1.55
H: 3.29 4.35 0.79
C: 2.29 4.69 0.48
C: 1.44 4.97 1.50
H: 1.78 4.74 2.53
C: 0.58 -1.95 -2.96
C: -0.25 -3.73 -0.92
C: -2.17 -2.39 -2.34
C: 2.39 -0.98 2.55
C: 0.66 -2.98 2.13
C: 2.84 -2.32 0.20
C: -1.83 2.88 -1.12
C: -3.61 0.77 -1.52
C: -1.54 1.11 -3.38
H: 2.12 5.02 -0.56
H: 0.61 5.69 1.39
H: 0.41 -2.78 -3.64
H: 1.61 -1.98 -2.61
H: 0.43 -1.01 -3.50
H: -0.65 -4.47 -1.62
H: -0.71 -3.88 0.06
H: 0.82 -3.91 -0.80
H: -2.04 -3.24 -3.02
H: -2.55 -1.54 -2.92
H: -2.92 -2.66 -1.60
H: 3.08 -1.74 2.97
H: 1.74 -0.56 3.33
H: 2.99 -0.17 2.17
H: 0.83 -3.94 1.62
H: -0.42 -2.77 2.29
H: 1.19 -2.97 3.10
H: 3.64 -2.52 0.93
H: 3.20 -1.60 -0.55
H: 2.57 -3.25 -0.32
H: -2.41 3.43 -1.88
H: -0.81 3.27 -1.06
H: -2.30 2.97 -0.13
H: -4.13 1.52 -2.13
H: -4.00 0.83 -0.49
H: -3.86 -0.22 -1.90
H: -2.10 1.95 -3.82
H: -1.86 0.17 -3.85
H: -0.47 1.25 -3.59
C: 1.51 2.28 1.90
C: 1.43 1.84 0.56
C: 2.62 1.61 -0.18
C: 3.82 1.56 0.54
C: 3.89 1.88 1.90
C: 2.71 2.17 2.62
S: -0.01 2.95 2.56
H: 0.48 3.56 3.61
H: 0.45 2.01 0.09
H: 2.60 1.41 -1.26
H: 4.72 1.19 0.04
H: 4.89 1.79 2.39
H: 2.79 2.23 3.71
N: -4.62 -0.91 1.09
C: -3.43 -1.54 0.96
N: -3.50 -2.86 0.59
S: -1.99 -0.62 1.31
H: -5.50 -1.42 1.04
H: -4.62 0.02 1.51
H: -2.72 -3.50 0.75
H: -4.42 -3.27 0.58